Entry 1:
Below is a cluster of 5 separate species, CH11NO5 in total, with properties calculated with the ωB97M-V functional and the def2-TZVPD basis.

XYZ file:
```
18
Properties=species:S:1:pos:R:3:forces:R:3
C 2.34464 0.37541 -1.14474 -0.778 0.628 1.799
N 1.37807 1.21783 -0.69960 -0.874 -1.174 -0.526
O 2.46595 0.13864 -2.33367 0.392 0.088 -0.729
H 2.92551 -0.09821 -0.33867 0.262 -0.331 -0.351
H 0.80261 0.80631 0.05452 0.677 0.533 0.424
H 0.70355 1.55258 -1.38513 0.229 0.420 -0.333
H -2.03132 2.55272 0.20334 -0.001 0.032 0.058
H -1.36672 1.91179 1.42213 -0.155 0.165 -0.132
O -1.16876 2.36256 0.58884 0.264 -0.443 0.015
H -2.98016 -1.83476 1.55156 0.034 0.046 0.101
H -2.32279 -1.17834 0.34551 -0.047 -0.078 0.049
O -2.42522 -1.08813 1.29946 0.202 0.096 -0.207
H 0.34559 -1.10156 1.55884 -0.244 -0.435 0.331
H 0.84043 0.07210 2.35940 0.027 -0.013 0.523
O 1.02022 -0.86276 2.21002 0.054 0.494 -0.945
H 0.61554 -1.59714 -1.87040 -0.069 -0.335 -0.358
H -0.86955 -1.46296 -2.25815 0.037 -0.100 -0.207
O -0.27761 -1.76607 -1.56327 -0.011 0.406 0.488
```
Forces are in eV/Å.

## Properties
ΔE to the lowest compared entry with this formula, charge and spin = 107.7 kJ/mol
Frontier orbital gap (alpha / beta) = 9.3 / 4.6 eV
Expectation value of S² = 0.76
Charge = +1
HOMO energy (alpha / beta) = -14.76 / -14.76 eV
Spin multiplicity = 2

Entry 2:
Below is the ion C3H4NO3 with charge -1, with properties calculated with the ωB97M-V functional and the def2-TZVPD basis.

XYZ file:
```
11
Properties=species:S:1:pos:R:3:forces:R:3
O 1.79272 -1.41097 -0.95536 0.497 -0.297 -0.254
C 1.04277 -0.58918 -1.45390 -0.836 0.288 0.596
N -0.03704 -0.09965 -0.82429 -0.937 -0.266 0.472
C -0.37374 -0.38734 0.57382 0.432 1.368 -0.278
C -0.61391 0.96885 1.34884 -0.080 -0.605 0.434
O -0.89020 0.79513 2.55191 0.112 0.030 -0.010
O -0.58262 2.01715 0.68401 0.000 0.321 -0.429
H 1.18147 -0.20218 -2.47246 0.035 0.136 -0.124
H -0.62940 0.67158 -1.11605 0.817 0.115 -0.607
H -1.35857 -0.84233 0.66973 0.290 -0.727 -0.127
H 0.46851 -0.92105 0.99376 -0.330 -0.363 0.328
```
Forces are in eV/Å.

## Properties
SMILES string = O=CNCC(=O)[O-]
ΔE to the lowest compared entry with this formula, charge and spin = 69.1 kJ/mol
Frontier orbital gap = 8.2 eV
Charge = -1
HOMO energy = -4.27 eV

Entry 3:
Below is a cluster of 7 separate species, C11H36N4O7 in total, with properties calculated with the ωB97M-V functional and the def2-TZVPD basis.

XYZ file:
```
58
Properties=species:S:1:pos:R:3:forces:R:3
N -0.59914 1.15924 2.67141 -0.125 -3.478 0.691
C -0.08614 2.26524 2.12441 4.747 -1.244 -2.014
N -0.64214 3.27324 2.68741 -2.526 7.380 0.904
O 0.97986 2.31324 1.28341 -5.127 -0.311 3.376
H -0.02414 0.33324 2.43741 -0.759 -0.048 0.202
H -1.22014 1.11924 3.54741 1.818 0.484 -1.961
H -0.41914 4.25424 2.34241 -0.211 -2.017 0.560
H -1.53414 3.27124 3.28041 2.136 -0.500 -1.434
N 0.73586 -1.78176 -1.76659 -0.048 1.685 1.398
C 1.81586 -2.15176 -2.43359 4.446 5.539 -2.177
N 1.77686 -3.32076 -3.04959 0.330 -0.401 0.477
O 2.82086 -1.24976 -2.70759 -4.421 -4.550 1.494
H 0.73886 -0.80876 -1.40359 -0.198 -0.733 -0.056
H 0.08386 -2.43276 -1.39059 -0.481 -0.348 0.080
H 2.45386 -3.37876 -3.76759 0.443 -0.879 -0.551
H 1.06586 -3.96676 -2.78759 -0.064 -0.584 -0.573
C 1.31186 1.37024 -2.97159 -0.669 2.346 1.144
C 0.50586 1.89624 -1.73759 0.109 5.571 -6.431
C -0.87114 2.46424 -2.12359 0.922 0.427 0.490
O 0.22986 0.94924 -0.96559 -0.138 -6.328 6.996
H 1.58786 2.19224 -3.61059 -0.453 0.324 -0.779
H 0.89786 0.52524 -3.47259 -0.747 -0.348 -0.412
H 2.23986 1.07124 -2.62559 1.811 -0.993 0.877
H 0.91786 2.75224 -1.23959 1.549 0.332 0.241
H -1.19914 1.69924 -2.75159 -1.605 -1.235 -0.921
H -0.77114 3.34424 -2.73259 -0.356 0.798 0.087
H -1.43314 2.52524 -1.15759 0.104 0.423 -1.174
H 0.46486 1.25624 -0.04559 -0.204 -0.851 -0.607
C -2.41514 -0.10676 -0.16059 -1.300 0.424 -1.170
C -3.32014 -0.37276 0.97241 -6.175 -0.517 -6.667
C -4.24914 -1.58676 0.65941 -0.365 1.919 -3.370
O -2.74114 -0.63076 2.05341 4.341 -2.318 7.668
H -1.87114 -0.98976 -0.46759 0.317 0.046 -0.129
H -1.79814 0.70224 0.16141 0.784 0.454 -0.455
H -3.11314 0.21624 -0.96259 0.939 -0.009 0.028
H -3.90014 0.52624 1.15141 -0.987 0.499 -0.590
H -4.83514 -1.84476 1.45341 -1.157 -0.937 2.537
H -3.72514 -2.41576 0.22241 0.645 -0.478 0.344
H -5.03014 -1.38976 -0.13559 0.895 0.418 0.596
H -2.18114 0.12124 2.16641 1.256 0.672 0.899
C 4.24786 1.77424 -0.60359 0.155 0.668 -1.754
O 3.73186 2.69324 0.29141 1.467 1.764 0.570
H 3.77286 0.84324 -0.43359 -0.120 -1.275 -0.333
H 5.33386 1.70324 -0.53259 -0.001 -0.115 0.553
H 4.10486 2.10824 -1.67059 -0.266 -0.414 0.799
H 2.87486 2.49624 0.61741 -1.248 -0.549 0.154
C -1.16314 -3.67076 2.10641 -0.210 2.106 0.573
O -1.29314 -2.70276 1.07241 0.049 1.329 -0.565
H -2.03914 -3.55376 2.75941 -0.239 -0.937 -0.296
H -0.36314 -3.31176 2.80941 0.104 -1.154 -0.786
H -1.06314 -4.61276 1.55041 0.184 0.067 1.033
H -1.60614 -1.79676 1.40641 0.439 -2.054 0.011
C 2.09986 -0.70676 1.44041 1.033 1.603 -1.155
O 0.74186 -0.87076 1.18041 -0.720 1.754 0.887
H 2.42686 -1.39776 2.15541 0.708 -1.010 1.223
H 2.33386 0.34024 1.76541 -0.657 -0.887 0.024
H 2.69786 -0.80476 0.53441 0.034 -0.328 -0.193
H 0.51286 -1.70276 0.80341 -0.191 -1.203 -0.362
```
Forces are in eV/Å.

## Properties
SMILES string = NC(N)=O.NC(N)=O.CC(C)O.CC(C)O.CO.CO.CO
ΔE to the lowest compared entry with this formula, charge and spin = 587.6 kJ/mol
Frontier orbital gap = 8.5 eV
HOMO energy = -8.65 eV